The following is a DFT calculation (wB97M-V/def2-TZVPD) of a molecular structure, C31H32N5S2TeZr.

Last column: Mulliken charge in e.
Cartesian coordinates (Å):
1 Zr 0.234 0.253 0.505  0.47
2 C -2.550 0.658 -3.118  -1.44
3 C -3.032 1.229 -1.785  0.69
4 C -4.011 0.267 -1.111  -1.38
5 C -1.900 1.698 -0.889  1.10
6 C -0.652 2.081 -1.404  -0.55
7 C 0.311 2.709 -0.608  -1.66
8 C 0.113 2.938 0.761  1.04
9 C 1.118 3.681 1.592  -1.69
10 C -1.113 2.500 1.291  -0.92
11 C -2.085 1.899 0.492  -0.41
12 H -3.407 0.319 -3.698  0.44
13 H -1.894 -0.206 -2.963  0.27
14 H -2.027 1.389 -3.732  0.47
15 H -3.587 2.152 -1.999  0.33
16 H -3.549 -0.708 -0.940  0.26
17 H -4.862 0.105 -1.769  0.46
18 H -4.416 0.638 -0.171  0.47
19 H -0.432 1.938 -2.453  0.22
20 H 1.226 3.056 -1.071  1.04
21 H 0.944 4.754 1.482  0.40
22 H 2.138 3.478 1.270  0.35
23 H 1.019 3.443 2.650  0.37
24 H -1.318 2.654 2.343  0.47
25 H -3.025 1.626 0.953  0.39
26 N 2.382 -1.327 -3.001  -0.07
27 C 3.775 -1.021 -2.895  0.52
28 C 4.716 -1.863 -3.456  -0.82
29 C 6.064 -1.579 -3.270  -0.68
30 C 6.456 -0.493 -2.502  -0.74
31 C 5.504 0.334 -1.918  -0.74
32 C 4.163 0.075 -2.143  0.76
33 S 2.898 1.176 -1.606  -0.22
34 N 1.635 0.036 -1.263  -0.06
35 C 1.488 -0.980 -2.077  0.07
36 C 0.274 -1.818 -1.873  1.16
37 C -0.075 -2.873 -2.691  -0.93
38 C -1.188 -3.646 -2.379  -0.89
39 C -1.907 -3.352 -1.235  -0.85
40 C -1.509 -2.272 -0.469  -0.33
41 N -0.459 -1.499 -0.779  1.01
42 H 2.166 -2.103 -3.608  0.16
43 H 4.413 -2.729 -4.033  0.39
44 H 6.807 -2.219 -3.724  0.43
45 H 7.506 -0.282 -2.359  0.43
46 H 5.804 1.186 -1.322  0.48
47 H 0.497 -3.117 -3.575  0.55
48 H -1.473 -4.474 -3.015  0.49
49 H -2.763 -3.939 -0.935  0.54
50 H -2.055 -2.023 0.430  0.55
51 Te 2.549 -0.944 1.381  0.23
52 C 2.292 -1.655 3.319  0.14
53 C 3.090 -1.389 4.397  -0.41
54 C 2.680 -2.095 5.560  -0.55
55 C 1.606 -2.902 5.331  -0.58
56 S 1.078 -2.807 3.707  -0.09
57 H 3.940 -0.722 4.368  0.46
58 H 3.185 -2.030 6.512  0.45
59 H 1.122 -3.576 6.020  0.49
60 N -1.910 -0.385 6.464  -0.42
61 C -1.422 -0.219 5.242  1.04
62 C -2.153 -0.608 4.089  -1.24
63 C -1.593 -0.430 2.863  -0.50
64 N -0.356 0.085 2.648  1.47
65 C 0.328 0.488 3.753  -1.04
66 C -0.155 0.372 5.020  -1.09
67 H -2.816 -0.797 6.621  0.22
68 H -1.394 -0.092 7.279  0.23
69 H -3.142 -1.036 4.178  0.46
70 H -2.170 -0.701 1.981  0.28
71 H 1.302 0.922 3.578  0.66
72 H 0.445 0.716 5.851  0.42

Force components x, y, z for each atom (eV/Å):
0.0 0.1 -0.1
0.0 0.0 0.0
0.0 0.0 0.0
0.0 0.0 0.0
0.0 0.0 0.0
0.0 0.0 0.0
0.0 0.0 0.0
0.0 0.0 0.0
0.0 0.0 0.0
0.0 0.0 0.0
0.0 0.0 0.0
0.0 0.0 0.0
0.0 0.0 0.0
0.0 0.0 0.0
0.0 0.0 0.0
0.0 0.0 0.0
0.0 0.0 0.0
0.0 0.0 0.0
0.0 0.0 0.0
0.0 0.0 0.0
0.0 0.0 0.0
0.0 0.0 0.0
0.0 0.0 0.0
0.0 0.0 0.0
0.0 0.0 0.0
0.0 0.0 0.0
0.0 0.0 0.0
0.0 0.0 0.0
0.0 0.0 0.0
0.0 0.0 0.0
0.0 0.0 0.0
0.0 0.0 0.0
0.0 0.0 0.0
0.0 0.0 0.0
0.0 0.0 0.0
0.0 0.0 0.0
0.0 0.0 0.0
0.0 0.0 0.0
0.0 0.0 0.0
0.0 0.0 0.0
0.0 -0.1 0.0
0.0 0.0 0.0
0.0 0.0 0.0
0.0 0.0 0.0
0.0 0.0 0.0
0.0 0.0 0.0
0.0 0.0 0.0
0.0 0.0 0.0
0.0 0.0 0.0
0.0 0.0 0.0
0.0 0.0 0.0
0.0 0.0 0.0
0.0 0.1 0.0
0.0 -0.1 0.0
0.0 0.0 0.0
0.0 0.0 0.0
0.0 0.0 0.0
0.0 0.0 0.0
0.0 0.0 0.0
0.0 0.0 0.0
0.0 0.0 0.0
0.0 0.0 0.0
0.0 0.0 0.0
-0.1 0.0 0.0
0.0 0.0 0.0
0.0 0.0 0.0
0.0 0.0 0.0
0.0 0.0 0.0
0.0 0.0 0.0
0.0 0.0 0.0
0.0 0.0 0.0
0.0 0.0 0.0

DFT total energy in eV: -70339.3656
2S+1: 1
Charge: +3
ΔE to the lowest compared entry with this formula, charge and spin in kcal/mol: 18.2
Lowest unoccupied orbital energy in eV: -9.8
Highest occupied orbital energy in eV: -15.574
Orbital gap in eV: 5.760


The following is a DFT calculation (wB97M-V/def2-TZVPD) of a molecular structure, C35H33N3O3PtS2Si at a distorted geometry.

Last column: Mulliken charge in e.
Cartesian coordinates (Å):
1 Pt 0.275 -0.087 -0.112  0.92
2 C 4.178 -1.101 3.353  -0.92
3 Si 2.899 -2.138 4.269  0.22
4 C 2.555 -1.408 5.981  -1.09
5 C 3.612 -3.871 4.511  -1.13
6 C 1.205 -2.198 3.405  1.00
7 C 0.079 -2.695 4.132  -0.51
8 C -1.108 -3.107 3.608  -0.54
9 C -1.480 -3.015 2.230  -0.29
10 N -1.094 -2.175 1.343  -0.43
11 C 0.997 -1.632 2.186  0.20
12 S 2.051 -1.361 0.869  -0.41
13 H 5.084 -1.004 3.955  0.37
14 H 3.811 -0.100 3.130  0.19
15 H 4.459 -1.569 2.411  0.35
16 H 3.494 -1.241 6.512  0.39
17 H 1.956 -2.088 6.590  0.35
18 H 2.032 -0.452 5.925  0.28
19 H 4.479 -3.808 5.172  0.31
20 H 3.946 -4.309 3.570  0.31
21 H 2.895 -4.553 4.969  0.36
22 H 0.236 -2.909 5.185  0.26
23 H -1.784 -3.668 4.241  0.39
24 H -2.171 -3.747 1.826  0.44
25 O -0.279 -1.107 1.895  -0.47
26 S 1.298 1.734 3.255  -0.05
27 C -0.285 2.557 3.164  0.45
28 C -0.975 2.776 1.980  -0.05
29 C -2.220 3.385 2.017  -0.75
30 C -2.788 3.754 3.227  -0.52
31 C -2.112 3.507 4.412  -0.56
32 C -0.855 2.920 4.380  -0.49
33 C 2.319 2.570 2.052  0.13
34 C 2.333 2.210 0.709  1.11
35 C 3.222 2.817 -0.163  -1.03
36 C 4.124 3.757 0.310  -0.53
37 C 4.134 4.099 1.654  -0.60
38 C 3.225 3.517 2.523  -0.42
39 H -0.549 2.478 1.031  0.31
40 H -2.752 3.556 1.090  0.49
41 H -3.764 4.222 3.242  0.38
42 H -2.552 3.779 5.362  0.37
43 H -0.307 2.731 5.293  0.43
44 H 1.659 1.418 0.307  -0.66
45 H 3.213 2.538 -1.206  0.43
46 H 4.835 4.203 -0.373  0.39
47 H 4.849 4.817 2.032  0.37
48 H 3.211 3.784 3.571  0.44
49 O 0.626 2.674 -1.773  -0.64
50 C -0.173 1.930 -2.302  0.11
51 N -0.886 2.180 -3.433  0.05
52 C -1.722 1.062 -3.831  2.81
53 C -1.440 0.077 -2.666  -0.08
54 O -1.956 -1.003 -2.533  -0.65
55 N -0.530 0.664 -1.826  -0.03
56 C -3.207 1.390 -3.837  -0.72
57 C -3.687 2.611 -3.382  -0.36
58 C -5.048 2.885 -3.428  -0.88
59 C -5.934 1.937 -3.911  -0.39
60 C -5.460 0.701 -4.330  -0.89
61 C -4.104 0.426 -4.291  -0.08
62 C -1.252 0.505 -5.172  -0.22
63 C -0.299 -0.505 -5.241  -0.31
64 C 0.155 -0.954 -6.473  -0.88
65 C -0.328 -0.390 -7.643  -0.44
66 C -1.266 0.630 -7.580  -0.83
67 C -1.723 1.077 -6.350  -0.20
68 H -0.703 2.970 -4.026  0.28
69 H -3.002 3.353 -2.995  0.44
70 H -5.414 3.842 -3.079  0.42
71 H -6.993 2.157 -3.959  0.40
72 H -6.149 -0.054 -4.685  0.40
73 H -3.727 -0.537 -4.608  0.46
74 H 0.086 -0.952 -4.334  0.44
75 H 0.892 -1.745 -6.516  0.41
76 H 0.027 -0.742 -8.603  0.39
77 H -1.641 1.083 -8.488  0.40
78 H -2.456 1.873 -6.302  0.41

Force components x, y, z for each atom (eV/Å):
0.0 -1.3 0.5
-0.3 -0.1 0.1
0.3 -0.2 0.2
0.0 -0.1 -0.3
-0.1 0.3 0.0
0.4 0.6 -0.5
-0.4 -0.3 0.0
0.1 0.1 0.5
0.3 0.4 0.1
-0.4 -0.5 -0.5
0.2 -0.3 0.8
-0.8 0.8 -0.9
0.0 -0.1 0.1
0.0 0.1 0.0
0.0 0.0 0.0
0.0 0.0 0.0
0.0 0.0 0.0
0.0 0.0 -0.1
0.0 0.0 0.0
0.0 0.0 0.0
0.0 0.0 0.0
0.0 0.0 0.0
0.0 0.1 0.0
0.0 0.0 -0.1
0.0 0.3 -0.5
-0.1 -0.1 -0.3
0.2 0.0 0.2
0.0 0.0 0.0
0.0 0.0 -0.1
-0.1 0.0 0.0
0.0 0.0 0.0
0.0 0.0 0.0
-0.1 -0.2 0.1
-0.2 -0.2 -0.1
0.0 0.0 0.0
0.1 -0.1 -0.1
0.0 0.1 0.0
0.0 0.0 -0.1
0.1 0.0 -0.1
0.0 0.0 0.0
0.0 0.0 0.0
0.0 0.0 0.0
0.0 0.1 0.0
0.5 0.8 0.5
0.0 0.0 -0.1
0.0 0.1 0.0
0.0 0.0 0.0
0.0 0.0 0.0
-0.1 -0.1 -0.1
0.1 0.6 -0.1
-0.2 -0.2 0.0
0.0 0.0 -0.1
-0.2 -0.2 -0.3
0.1 0.1 0.0
0.7 -0.1 1.0
0.0 0.0 0.0
0.0 0.0 -0.1
0.0 0.0 0.0
0.0 0.1 0.0
0.0 -0.1 0.0
0.0 0.1 0.0
0.0 0.0 0.0
-0.1 0.0 0.0
0.1 0.0 0.0
0.0 0.0 0.0
0.0 0.1 0.0
0.0 0.0 0.0
0.1 0.0 0.1
0.0 0.0 0.0
0.0 0.0 0.0
0.0 0.0 0.0
0.0 0.0 0.0
0.0 0.0 0.0
0.0 0.0 0.0
0.0 0.0 0.0
0.0 0.0 0.0
0.0 0.0 0.0
-0.1 0.0 0.0

DFT total energy in eV: -80236.1494
2S+1: 1
ΔE to the lowest compared entry with this formula, charge and spin in kcal/mol: 122.4
Lowest unoccupied orbital energy (alpha / beta) in eV: -2.3 / -2.1
Highest occupied orbital energy (alpha / beta) in eV: -8.087 / -8.083
Orbital gap (alpha / beta) in eV: 5.754 / 5.986


The following is a DFT calculation (wB97M-V/def2-TZVPD) of a molecular structure, C29H40N9PdS2Si2.

Last column: Mulliken charge in e.
Cartesian coordinates (Å):
1 Pd 0.215 0.389 -0.028  0.42
2 N 2.941 3.553 -0.640  -0.41
3 C 2.299 2.368 -0.588  0.62
4 S 0.571 2.393 -0.754  -0.47
5 N 2.989 1.288 -0.421  -1.05
6 N 2.200 0.143 -0.411  1.15
7 C 2.868 -0.954 -0.528  0.52
8 C 4.336 -0.987 -0.729  -0.13
9 C 4.948 -0.361 -1.811  -0.09
10 C 6.318 -0.459 -1.984  -0.82
11 C 7.090 -1.159 -1.066  -0.45
12 C 6.487 -1.777 0.019  -0.87
13 C 5.111 -1.705 0.178  0.02
14 C 2.178 -2.262 -0.434  -0.67
15 C 2.705 -3.396 -1.045  -0.76
16 C 2.051 -4.604 -0.868  -0.69
17 C 0.910 -4.643 -0.085  -1.02
18 C 0.443 -3.454 0.457  -0.42
19 N 1.053 -2.289 0.282  0.87
20 H 2.439 4.402 -0.823  0.19
21 H 3.945 3.552 -0.701  0.23
22 H 4.349 0.197 -2.518  0.46
23 H 6.785 0.018 -2.835  0.42
24 H 8.162 -1.223 -1.199  0.41
25 H 7.084 -2.323 0.737  0.43
26 H 4.642 -2.200 1.019  0.44
27 H 3.610 -3.331 -1.632  0.60
28 H 2.435 -5.504 -1.329  0.46
29 H 0.382 -5.569 0.097  0.50
30 H -0.461 -3.439 1.052  0.43
31 C 2.683 -0.264 2.818  -0.88
32 Si 1.084 0.488 3.422  -0.02
33 C 0.975 2.334 3.115  -1.05
34 C 0.927 0.192 5.264  -1.43
35 N -0.187 -0.224 2.385  1.24
36 C -1.166 -1.005 2.604  0.53
37 C -1.537 -1.525 3.924  -1.24
38 C -2.632 -2.269 4.117  -0.71
39 C -3.513 -2.616 3.022  -0.98
40 C -3.241 -2.227 1.772  -0.65
41 C -2.043 -1.449 1.435  0.79
42 N -1.691 -1.168 0.248  0.45
43 Si -2.482 -1.690 -1.270  0.06
44 C -1.394 -1.066 -2.641  -0.87
45 C -2.549 -3.565 -1.288  -1.26
46 C -4.199 -0.946 -1.372  -0.89
47 H 3.418 -0.236 3.627  0.63
48 H 3.097 0.279 1.970  0.21
49 H 2.539 -1.307 2.528  0.12
50 H 1.983 2.754 3.057  0.40
51 H 0.458 2.841 3.933  0.37
52 H 0.480 2.583 2.175  0.21
53 H 1.720 0.782 5.734  0.39
54 H 1.083 -0.846 5.562  0.40
55 H -0.019 0.542 5.680  0.41
56 H -0.895 -1.271 4.752  0.30
57 H -2.883 -2.626 5.108  0.44
58 H -4.398 -3.201 3.237  0.44
59 H -3.901 -2.496 0.959  0.24
60 H -0.414 -1.550 -2.603  0.18
61 H -1.249 0.014 -2.586  0.17
62 H -1.845 -1.302 -3.609  0.48
63 H -1.619 -3.982 -1.677  0.29
64 H -3.356 -3.889 -1.950  0.47
65 H -2.734 -4.011 -0.310  0.39
66 H -4.211 0.086 -1.018  0.16
67 H -4.937 -1.512 -0.802  0.40
68 H -4.532 -0.944 -2.413  0.35
69 C -5.194 2.213 -2.998  -0.94
70 C -4.174 3.207 -2.447  -0.55
71 C -3.502 2.704 -1.208  0.19
72 N -2.443 1.978 -1.212  -0.67
73 N -2.023 1.621 0.044  0.86
74 C -2.786 2.086 0.991  0.08
75 N -2.569 1.845 2.306  -0.20
76 S -4.118 3.012 0.393  -0.17
77 H -5.693 2.623 -3.875  0.41
78 H -5.959 1.975 -2.257  0.32
79 H -4.703 1.284 -3.287  0.14
80 H -4.651 4.166 -2.236  0.37
81 H -3.387 3.397 -3.177  0.26
82 H -1.649 1.505 2.543  -0.22
83 H -3.040 2.405 2.994  0.27

Force components x, y, z for each atom (eV/Å):
-0.7 -0.2 0.2
0.1 -0.1 0.0
0.1 0.1 0.0
0.2 0.8 -0.4
0.0 -0.1 0.0
0.1 0.2 0.1
-0.2 -0.2 -0.2
0.1 0.0 0.0
0.0 0.0 0.0
0.0 0.0 0.0
0.0 0.0 0.0
0.0 0.0 0.0
0.0 0.0 0.0
-0.1 0.1 0.0
0.0 0.0 0.0
0.0 -0.1 0.0
0.0 0.0 0.0
0.1 -0.1 -0.1
-0.1 0.1 0.1
0.0 0.0 0.0
0.0 0.0 0.0
0.0 0.0 0.0
0.0 0.0 0.0
0.0 0.0 0.0
0.0 0.0 0.0
0.0 0.0 0.0
0.0 0.0 0.0
0.0 0.0 0.0
0.0 0.0 0.0
0.0 0.0 0.0
0.0 0.0 0.1
-0.1 -0.2 -0.2
0.0 0.0 0.0
0.1 0.1 0.0
0.0 0.0 0.4
0.1 -0.1 0.0
0.0 0.0 0.1
0.1 0.1 0.1
-0.1 0.0 -0.2
-0.2 0.0 0.0
-0.1 0.0 0.0
0.0 -0.2 0.0
0.0 0.1 0.1
0.0 -0.1 0.0
0.0 0.0 -0.1
0.0 -0.1 0.0
0.0 0.0 0.0
0.0 0.0 0.0
0.0 0.0 0.0
0.0 0.0 0.0
0.0 0.0 0.0
0.0 0.0 0.0
0.0 0.0 0.0
0.0 0.0 0.0
0.0 0.0 0.0
0.0 0.0 0.0
0.0 0.0 0.0
0.0 0.0 0.0
0.0 0.0 0.0
0.0 0.0 0.0
0.0 0.0 0.0
0.0 0.0 0.0
0.0 0.0 0.0
0.0 0.0 0.0
0.0 0.0 0.0
0.0 -0.1 0.0
0.0 0.0 0.0
0.0 0.0 0.0
0.0 0.0 0.0
0.0 0.1 0.0
0.0 0.0 -0.1
0.0 0.1 0.0
0.5 -0.4 -0.2
0.0 0.0 0.1
-0.1 -0.1 0.0
0.0 0.0 0.0
0.0 0.0 0.0
0.0 0.0 0.0
0.0 0.0 0.0
0.0 0.0 0.0
0.0 0.0 0.0
0.0 0.0 0.0
0.0 0.1 0.0

DFT total energy in eV: -85035.8313
2S+1: 1
Charge: +1
Lowest unoccupied orbital energy in eV: -3.7
Highest occupied orbital energy in eV: -10.295
Orbital gap in eV: 6.571


- Among the records above, which one has the highest DFT total energy?
  C31H32N5S2TeZr